{
  "formula": "C18H40BeP2Si",
  "method": "ωB97M-V with the def2-TZVPD basis set",
  "symbols": ["P", "P", "C", "C", "H", "H", "H", "H", "C", "H", "H", "H", "C", "H", "H", "H", "C", "H", "H", "H", "C", "H", "H", "H", "Be", "C", "C", "C", "C", "C", "C", "C", "C", "C", "H", "H", "H", "H", "H", "H", "H", "H", "H", "H", "H", "H", "H", "H", "H", "C", "Si", "C", "C", "H", "H", "H", "H", "H", "H", "H", "H", "H"],
  "xyz": [[1.736, -1.446, -2.588], [-1.280, -1.722, -2.092], [0.870, -2.731, -3.617], [-0.626, -2.448, -3.687], [1.087, -3.718, -3.168], [1.328, -2.726, -4.612], [-0.871, -1.735, -4.496], [-1.188, -3.362, -3.899], [-1.508, -3.401, -1.326], [-2.155, -3.320, -0.443], [-0.548, -3.854, -1.049], [-2.004, -4.036, -2.072], [-2.990, -1.556, -2.731], [-3.310, -2.529, -3.136], [-3.013, -0.809, -3.534], [-3.660, -1.259, -1.919], [3.419, -2.128, -2.721], [4.138, -1.415, -2.307], [3.643, -2.303, -3.784], [3.474, -3.079, -2.178], [1.842, -0.242, -3.988], [0.860, 0.165, -4.260], [2.252, -0.786, -4.851], [2.528, 0.578, -3.734], [0.396, 1.092, 1.197], [-1.327, 0.616, 0.358], [-0.787, -0.439, 1.096], [0.217, -1.446, 0.616], [1.759, -1.185, 0.823], [2.243, 0.224, 0.725], [1.710, 1.252, -0.045], [0.731, 1.071, -1.175], [-0.813, 1.216, -0.912], [0.476, 2.174, 2.822], [-2.341, 0.949, 0.635], [-1.394, -0.787, 1.940], [0.116, -1.560, -0.480], [-0.020, -2.434, 1.051], [2.014, -1.587, 1.822], [2.314, -1.813, 0.100], [3.210, 0.388, 1.224], [2.319, 2.169, -0.129], [0.822, 0.011, -1.477], [1.011, 1.704, -2.037], [-1.093, 2.287, -1.006], [-1.339, 0.733, -1.767], [1.453, 2.616, 3.050], [0.216, 2.527, 1.778], [0.622, 1.076, 2.959], [-1.529, 4.433, 3.497], [-0.818, 2.804, 4.092], [-0.061, 3.052, 5.795], [-2.137, 1.475, 4.225], [-0.746, 5.202, 3.422], [-2.290, 4.792, 4.204], [-2.003, 4.322, 2.513], [-0.827, 3.400, 6.502], [0.346, 2.113, 6.190], [0.752, 3.791, 5.785], [-2.918, 1.817, 4.922], [-2.600, 1.260, 3.253], [-1.706, 0.545, 4.622]],
  "mulliken_charge": [1.727, 1.686, -1.402, -1.409, 0.367, 0.584, 0.415, 0.550, -1.597, 0.354, 0.334, 0.547, -1.410, 0.423, 0.392, 0.369, -1.417, 0.384, 0.455, 0.387, -1.626, 0.344, 0.512, 0.382, -0.049, -0.291, -0.278, 0.780, -1.237, -0.997, -0.082, 1.106, -1.556, -0.077, 0.527, 0.435, -2.139, 0.801, 0.452, 0.444, 0.471, 0.563, -2.442, 0.808, 0.456, 0.512, 0.648, -0.205, -0.095, -1.017, 0.284, -1.005, -0.958, 0.318, 0.313, 0.322, 0.285, 0.315, 0.308, 0.381, 0.257, 0.293],
  "max_force_ha_per_bohr": 0.0467,
  "total_charge": 0,
  "e_tot_ev": -46167.661,
  "relative_energy_kj_mol": 0.0,
  "homo_lumo_gap_ev": [5.40, 5.44],
  "homo_energy_ha": [-0.177, -0.179]
}